No. 1
A 2-piece molecular cluster, C2H4FNOS overall, computed with wB97M-V/def2-TZVPD.

XYZ file:
```
10
Properties=species:S:1:pos:R:3:forces:R:3
C -1.96504 -0.86011 -1.38323 -0.2 -1.2 -0.3
C 0.45273 -0.59908 -0.01742 -1.7 0.4 1.0
N 0.24619 0.56853 0.64603 0.6 -1.2 -2.1
O -2.63679 -1.65288 -1.98759 1.5 1.9 1.4
F -2.60227 0.27949 -0.79075 0.2 -0.5 -0.3
S 0.48000 1.92138 -0.34869 0.1 0.8 -1.6
H 1.14488 -0.60381 -0.80197 0.7 0.8 -1.3
H 0.40178 -1.60886 0.31660 -0.9 -0.2 1.2
H -0.45690 0.81846 1.31362 -0.5 -1.1 0.5
H -0.02672 1.40927 -1.57178 0.2 0.4 1.5
```
Forces are in eV/Å.

Results
E_HOMO (alpha / beta), eV: -8.61 / -8.02
LUMO (alpha / beta), eV: -0.7712 / -1.1749
E_tot, a.u.: -706.50819
Energy above the lowest of the compared OMol25 structures with the same formula, charge and spin, kJ/mol: 344.5

natural (NBO) atomic charge list, values in e, 6 entries: C 0.5820; C -0.0438; N -0.6745; O -0.5900; F -0.4383; S 0.1765


No. 2
C2H4FeLiO as an isolated structure, computed with wB97M-V/def2-TZVPD.

XYZ file:
```
9
Properties=species:S:1:pos:R:3:forces:R:3
O -0.26470 0.77147 -0.53242 -1.0 3.2 -0.8
Fe -0.79040 2.78719 -0.19239 -2.3 1.6 7.6
C 0.11419 0.05011 0.39342 1.7 -2.4 -0.6
C 0.26564 -1.39472 0.14957 0.8 2.0 -0.9
H -0.38190 -1.49303 0.96672 -1.6 -2.2 1.8
H -0.11937 -1.71313 -0.81840 0.0 0.0 0.2
H 1.24178 -1.80921 0.39338 0.0 0.0 0.4
Li -0.32779 2.39168 -1.77248 2.3 -2.4 -7.6
H 0.26255 0.40964 1.41260 0.0 0.3 0.1
```
Forces are in eV/Å.

Results
E_HOMO (alpha / beta), eV: -18.99 / -21.50
LUMO (alpha / beta), eV: -9.8514 / -12.9694
2S+1: 6
Charge: +2
E_tot, a.u.: -1424.19326
Energy above the lowest of the compared OMol25 structures with the same formula, charge and spin, kJ/mol: 152.7

natural (NBO) atomic charge list, values in e, 6 entries: O -0.8095; Fe 0.9931; C 0.5384; C -0.6902; H 0.2817; H 0.2823


No. 3
C2H4GdO as an isolated structure, computed with wB97M-V/def2-TZVPD.

XYZ file:
```
8
Properties=species:S:1:pos:R:3:forces:R:3
O -1.26687 0.52010 0.84167 0.8 0.1 -1.2
Gd -0.13040 0.69787 -0.95936 -0.7 -0.1 1.2
C 0.85401 -1.41345 0.63983 1.1 -0.2 -0.4
C 1.91531 -1.19489 -0.19909 -0.7 0.3 0.1
H 0.93006 -0.99750 1.65063 -0.5 -0.1 -0.2
H 0.11778 -2.17690 0.36351 0.0 0.3 0.4
H 2.73543 -0.53227 0.09201 -0.1 -0.2 0.0
H 1.99870 -1.72145 -1.15394 0.1 0.0 0.1
```
Forces are in eV/Å.

Results
E_HOMO (alpha / beta), eV: -21.23 / -20.73
LUMO (alpha / beta), eV: -11.1148 / -13.4991
2S+1: 9
Charge: +2
E_tot, a.u.: -918.64166

Löwdin atomic charge list, values in e, 6 entries: O -0.3162; Gd 2.0607; C -0.0903; C -0.0603; H 0.1056; H 0.1052


No. 4
C2H4GdO3 as an isolated structure, computed with wB97M-V/def2-TZVPD.

XYZ file:
```
10
Properties=species:S:1:pos:R:3:forces:R:3
O 0.58184 -1.39364 0.36197 -2.1 -0.6 0.9
C -0.35430 -0.72730 0.89867 2.5 -0.2 -5.2
C 0.22544 0.64469 1.25448 -1.2 1.4 1.8
O 1.18949 1.07952 0.36616 -0.2 -0.9 -0.9
H -1.39839 -0.56856 -0.44251 1.2 -0.5 0.7
H 0.61048 0.53107 2.29400 0.1 0.1 -0.4
H -0.66765 1.30507 1.34557 0.7 0.0 -0.3
Gd 1.52468 -0.18123 -1.38446 -1.9 0.6 1.9
O -0.69218 -0.28026 -1.90068 1.6 0.0 1.7
H -1.01942 -0.40935 -2.79320 -0.7 -0.1 -0.1
```
Forces are in eV/Å.

Results
E_HOMO (alpha / beta), eV: -13.37 / -13.16
LUMO (alpha / beta), eV: -5.3885 / -6.9517
2S+1: 8
Charge: +1
E_tot, a.u.: -1069.59579

Löwdin atomic charge list, values in e, 6 entries: O -0.2225; C -0.0886; C -0.3519; O -0.3811; H 0.2984; H 0.1488


No. 5
C2H4HgMgO2 as an isolated structure, computed with wB97M-V/def2-TZVPD.

XYZ file:
```
10
Properties=species:S:1:pos:R:3:forces:R:3
O -0.05081 -0.89259 0.01640 0.5 1.5 -0.3
C -0.86153 0.19055 -0.21803 -0.7 0.5 -0.1
C -0.09133 1.47223 -0.16858 -0.2 -0.2 -1.0
O 1.12371 1.47778 0.00031 0.5 -0.2 0.3
H -1.68602 0.29160 0.51786 0.1 -0.1 -0.2
H -1.35498 0.16736 -1.21135 0.0 0.1 0.2
H -0.61442 2.40786 -0.43132 0.2 -0.1 0.4
Mg 1.94598 -0.41024 0.34743 -1.9 -0.1 0.3
Hg 0.56611 -3.05221 -0.28609 0.3 -1.0 0.2
H 1.02329 -1.65235 1.43337 1.2 -0.4 0.1
```
Forces are in eV/Å.

Results
E_HOMO (alpha / beta), eV: -12.10 / -13.46
LUMO (alpha / beta), eV: -5.4001 / -6.0948
2S+1: 2
Charge: +1
E_tot, a.u.: -582.27060
Energy above the lowest of the compared OMol25 structures with the same formula, charge and spin, kJ/mol: 0.0

natural (NBO) atomic charge list, values in e, 6 entries: O -1.0542; C -0.2039; C 0.4820; O -0.7045; H 0.2273; H 0.2258


No. 6
A 2-piece molecular cluster, C2H4I2N2O overall, computed with wB97M-V/def2-TZVPD.

XYZ file:
```
11
Properties=species:S:1:pos:R:3:forces:R:3
C 0.51997 1.33532 0.95711 -2.0 -1.2 1.0
N -0.88650 0.72770 0.76150 1.0 -1.3 0.3
N -0.76504 -0.55812 0.25308 -1.3 1.4 0.2
C -0.23989 -1.59287 0.46638 0.4 0.0 -0.7
O 0.28825 -2.60664 0.28402 0.9 -2.1 0.6
H 1.28357 0.55170 0.64891 -0.9 1.0 0.9
H 0.57200 2.10965 0.21263 0.5 0.9 0.4
H 0.45031 1.60305 2.10052 1.1 -0.1 -2.5
H -1.55170 1.08057 0.09265 0.5 1.3 0.0
I -1.06912 -1.69315 -3.02140 -0.8 -0.3 -0.2
I 1.39816 -0.95723 -2.75540 0.8 0.3 0.1
```
Forces are in eV/Å.

Results
E_HOMO, eV: -8.80
LUMO, eV: -1.3368
SMILES: CNN=C=O.II
E_tot, a.u.: -858.67703
Energy above the lowest of the compared OMol25 structures with the same formula, charge and spin, kJ/mol: 56.2

natural (NBO) atomic charge list, values in e, 6 entries: C -0.4411; N -0.4456; N -0.4063; C 0.7940; O -0.5327; H 0.2141


No. 7
A 2-piece molecular cluster, C2H4I2O overall, computed with wB97M-V/def2-TZVPD.

XYZ file:
```
9
Properties=species:S:1:pos:R:3:forces:R:3
C -0.32202 -0.12155 -0.42435 -1.4 -2.1 0.4
C 0.93028 0.08087 0.34178 0.2 -0.1 -1.4
O 1.02201 0.95221 1.10060 1.0 1.1 1.6
I 2.69439 -1.19216 -0.20825 -0.6 0.2 0.2
H -1.08407 -0.41408 0.42697 1.2 0.1 -1.9
H -0.67394 0.85448 -0.76425 0.2 -0.2 -0.2
H -0.19298 -0.90401 -1.24014 -0.6 1.1 1.1
I -0.05443 -1.52653 3.35763 -3.2 1.9 8.0
H 0.43832 -1.84183 2.12257 3.2 -2.1 -7.8
```
Forces are in eV/Å.

Results
E_HOMO, eV: -9.84
LUMO, eV: 0.1384
SMILES: CC(=O)I.I
E_tot, a.u.: -749.17812
Energy above the lowest of the compared OMol25 structures with the same formula, charge and spin, kJ/mol: 98.3

natural (NBO) atomic charge list, values in e, 6 entries: C -0.7587; C 0.5318; O -0.4901; I -0.0619; H 0.2630; H 0.2608


No. 8
A 2-piece molecular cluster, C2H4IN overall, computed with wB97M-V/def2-TZVPD.

XYZ file:
```
8
Properties=species:S:1:pos:R:3:forces:R:3
C -1.17254 0.23681 0.32734 -1.0 3.6 -1.1
C 1.05332 -0.52694 -0.06433 1.9 -1.3 1.6
N -0.36065 -0.59075 0.12074 1.2 -2.1 0.5
I -3.24495 0.23085 0.06841 -0.1 -0.1 0.3
H -0.57706 2.19168 -0.17038 -0.4 -1.8 0.7
H 1.36640 -1.32835 -0.79824 -0.3 0.9 1.0
H 1.68916 -0.65788 0.99678 -1.9 0.2 -2.9
H 1.24632 0.44458 -0.48032 0.5 0.6 -0.1
```
Forces are in eV/Å.

Results
E_HOMO (alpha / beta), eV: -9.13 / -8.10
LUMO (alpha / beta), eV: -0.8223 / -0.7513
E_tot, a.u.: -430.87433
Energy above the lowest of the compared OMol25 structures with the same formula, charge and spin, kJ/mol: 417.0

natural (NBO) atomic charge list, values in e, 6 entries: C 0.1568; C -0.4332; N -0.4640; I 0.2067; H -0.1338; H 0.2236


No. 9
One molecule with the formula C2H4INO, computed with wB97M-V/def2-TZVPD.

XYZ file:
```
9
Properties=species:S:1:pos:R:3:forces:R:3
C 1.54328 -0.58432 0.04021 -0.4 3.1 -1.1
O 0.59318 0.46726 0.00171 -1.9 1.5 0.6
N -0.69035 -0.01047 0.03483 -0.1 -2.0 -0.1
C -1.67879 0.76837 -0.03216 1.2 -1.6 0.2
I -3.53925 -0.17481 0.02303 0.2 0.5 0.0
H 2.35237 -0.04609 0.43208 1.6 0.0 0.6
H 1.66438 -0.79915 -0.95868 1.0 -1.0 -2.3
H 1.25496 -1.41052 0.53790 -1.1 -2.5 2.1
H -1.49978 1.78974 -0.07892 -0.5 2.1 -0.2
```
Forces are in eV/Å.

Results
E_HOMO, eV: -9.17
LUMO, eV: 0.4318
SMILES: CO/N=C/I
E_tot, a.u.: -506.18651
Energy above the lowest of the compared OMol25 structures with the same formula, charge and spin, kJ/mol: 230.1

natural (NBO) atomic charge list, values in e, 6 entries: C -0.2284; O -0.3788; N -0.1648; C -0.1362; I 0.1600; H 0.1921


No. 10
A 2-piece molecular cluster, C2H4INO overall, computed with wB97M-V/def2-TZVPD.

XYZ file:
```
9
Properties=species:S:1:pos:R:3:forces:R:3
C -0.99467 -0.70657 -0.32923 0.9 -2.9 2.8
C 0.13014 -0.12687 -1.01815 -1.5 2.3 -0.5
N 0.97796 1.08351 0.80221 4.1 -3.1 -2.4
O -2.13201 -0.32752 -0.31261 -0.9 0.9 -0.8
I 1.48311 -0.09549 2.33719 -0.4 0.2 0.0
H -0.79326 -1.64653 0.43205 0.3 1.8 -1.8
H 1.11448 -0.40382 -0.98987 2.0 -1.5 0.3
H -0.03650 0.57303 -1.86224 -0.3 -0.2 0.9
H 0.25075 1.65026 0.94065 -4.2 2.6 1.4
```
Forces are in eV/Å.

Results
E_HOMO (alpha / beta), eV: -9.02 / -9.38
LUMO (alpha / beta), eV: -1.4048 / -1.4173
E_tot, a.u.: -506.12118
Energy above the lowest of the compared OMol25 structures with the same formula, charge and spin, kJ/mol: 401.6

natural (NBO) atomic charge list, values in e, 6 entries: C 0.3065; C -0.2562; N -0.7298; O -0.5017; I 0.3485; H 0.1022


Q: Number 3 is which compound?
A: C2H4GdO